1.
72
Properties=species:S:1:pos:R:3 method="wB97M-V/def2-TZVPD" relative_energy_ev=0.000 homo_ev=-10.45 mol_weight_da=699.9 lumo_ev=-2.90 charge=+1
H -2.230 1.904 1.890
C 2.148 3.263 0.961
H -0.732 -2.122 -2.619
C 0.751 -1.166 -3.666
C -6.645 1.554 2.334
C -4.924 0.433 1.074
H -1.343 3.229 -0.698
N -1.861 2.456 -1.104
C -1.457 -0.758 4.567
H -1.249 -1.508 5.320
C 2.077 -0.989 3.141
C 2.673 0.387 3.118
H 2.820 4.860 1.823
C -3.911 -2.267 1.165
C -3.407 -4.643 1.067
H 1.818 -0.977 -3.516
C -5.493 0.786 2.299
H -7.081 1.828 3.286
C -2.232 -1.093 3.464
C 0.037 0.159 -3.883
H 0.310 0.531 -4.883
P -3.390 -0.533 0.924
H -7.147 1.951 -0.991
N 0.249 -1.890 -2.495
H -5.077 0.596 -1.058
C -0.302 2.434 -3.030
H -5.960 -1.813 1.585
H -2.319 1.669 -2.980
H 1.332 1.263 -2.776
C 4.140 2.055 3.968
H -6.682 -4.155 1.740
Cl -1.319 -3.034 0.646
N 2.238 1.182 2.149
H -2.828 2.557 -0.814
H -0.260 2.754 -4.082
C -6.685 1.624 -0.069
C -7.243 1.970 1.152
N 0.330 1.134 -2.846
H 2.173 -2.618 4.087
H 0.275 3.168 -2.461
C 2.722 2.415 2.075
H 4.108 3.883 2.878
C -1.251 1.486 3.748
C -2.020 1.153 2.646
H 3.945 0.087 4.823
C -5.525 0.863 -0.107
C -3.013 -3.316 0.975
H 0.742 -2.769 -2.397
H -0.881 2.498 3.859
C -5.239 -2.606 1.441
H -2.675 -5.425 0.921
Cs 0.013 0.049 0.118
C -1.751 2.505 -2.564
H 0.668 -1.746 -4.593
H -5.026 0.462 3.221
H -8.143 2.569 1.183
C -4.729 -4.949 1.340
H -0.368 0.789 5.579
O 2.391 4.578 1.009
C 3.682 2.893 2.965
O 1.502 2.811 0.057
H 4.892 2.396 4.666
C 3.623 0.776 4.057
H -1.043 -0.016 -3.907
C -0.963 0.528 4.713
H -5.037 -5.983 1.405
C -5.647 -3.926 1.527
O 2.582 -1.741 4.121
C -2.523 -0.143 2.488
H -2.174 3.422 -2.991
O 1.247 -1.385 2.366
H -2.612 -2.102 3.369

---

2.
58
Properties=species:S:1:pos:R:3 method="wB97M-V/def2-TZVPD" relative_energy_ev=0.546 homo_ev=-8.12 mol_weight_da=714.4 lumo_ev=-0.81
H 3.804 0.865 -3.818
C 2.477 -2.679 -0.335
C -0.903 -1.085 -2.965
H -1.565 1.827 3.034
C -1.186 -1.729 -0.895
H 4.213 2.534 -5.650
C -0.308 -0.518 2.494
H 2.614 -0.687 -1.067
C 2.741 0.747 1.341
H 0.573 4.456 -4.430
H -3.757 2.165 4.113
C 2.586 -1.305 -0.174
H -5.038 0.220 4.952
H -4.100 -2.056 4.724
O 3.476 1.195 2.191
O 1.885 1.485 0.678
Tl 0.300 0.943 -0.613
H 0.161 -1.449 2.821
C -2.326 -1.391 3.720
H -3.174 0.881 0.338
N -0.703 -0.725 -1.685
C -1.699 -2.750 -1.686
S -0.257 2.787 -2.303
H -3.045 1.897 -1.101
H 2.696 -3.606 2.918
C 2.493 -3.487 0.788
C -1.038 -1.605 0.520
C -3.365 1.163 3.990
C -3.557 -1.204 4.338
H -1.912 -2.389 3.632
C 2.399 3.631 -5.183
N -0.485 -0.569 1.034
C -3.069 1.911 -0.008
H 0.388 0.289 2.719
H -3.843 2.571 0.376
C -1.519 -2.336 -3.015
Cl 2.312 -5.210 0.606
H -1.388 -2.423 1.152
C 2.788 -1.581 2.198
C 1.123 2.716 -3.341
H -0.599 -0.442 -3.776
C -1.611 -0.308 3.221
N -1.732 2.373 0.430
H 2.371 -3.114 -1.319
O 1.975 0.804 -2.307
C -2.139 0.972 3.374
N 2.060 1.739 -3.224
C 2.663 -2.953 2.057
H 2.928 -1.137 3.174
H -1.796 -2.871 -3.908
C 3.141 1.687 -4.037
C 3.337 2.611 -5.023
C 1.314 3.675 -4.345
H 2.525 4.381 -5.950
C -4.082 0.072 4.468
C 2.708 -0.742 1.090
O -1.710 3.423 1.003
H -2.143 -3.667 -1.335

---

3.
27
Properties=species:S:1:pos:R:3 method="wB97M-V/def2-TZVPD" relative_energy_ev=2.105 homo_ev=-11.82 mol_weight_da=203.4 lumo_ev=-3.80 charge=+1
H 0.475 0.469 4.058
H 2.104 2.580 1.776
C -0.087 0.470 3.122
C -0.056 -1.209 -1.486
H 2.426 -2.497 -1.905
H 1.704 -3.908 -2.664
C -0.760 -3.199 -2.297
H -0.139 -0.506 2.661
H -1.493 -3.094 -1.471
C -0.047 1.085 -0.343
N -0.061 1.284 0.922
H 1.812 -2.357 -3.554
S 1.151 0.025 -0.939
H -1.212 -2.917 -3.189
C -2.224 2.740 -0.270
S -1.304 1.638 -1.417
H 1.919 2.185 3.476
H 0.836 3.279 2.705
H -1.610 3.374 0.327
N 0.326 -2.371 -2.030
C 1.379 2.375 2.564
H -1.149 0.820 3.251
C 0.449 1.360 2.110
H -2.796 3.446 -0.842
H -2.798 2.137 0.378
C 1.594 -2.821 -2.570
H -0.435 -4.388 -2.372

---

4.
128
Properties=species:S:1:pos:R:3 method="wB97M-V/def2-TZVPD" homo_ev=-10.46 mol_weight_da=674.2 lumo_ev=0.35
H 3.693 11.024 -2.486
H 2.334 -3.233 -0.160
H 1.605 5.759 -0.691
H 1.727 1.334 3.461
H -4.864 -7.515 6.488
H 3.523 9.510 -6.893
H 2.564 -3.108 -2.420
C 2.553 3.380 -2.007
C 1.957 -2.264 0.182
H 0.881 -0.918 2.800
C 1.122 8.820 -7.480
C -3.312 -7.803 1.317
O 2.544 6.743 -4.593
H 0.093 1.835 3.899
H 2.709 2.836 -2.941
C -0.049 -6.060 1.021
H 0.306 -2.212 -1.242
O 1.696 8.812 -6.235
C -8.755 -9.135 4.786
C 0.870 4.970 -0.875
H -3.108 -5.642 -0.577
H -4.496 -5.892 5.902
H -1.546 -1.274 2.510
H -2.350 -8.307 1.188
C 3.242 -2.281 -2.649
C -4.611 -6.935 5.600
H 0.085 -1.178 0.171
C -5.674 -7.070 4.513
H 1.691 3.655 0.626
C -7.849 -8.754 5.952
H -0.078 5.483 -1.068
H -8.886 -10.217 4.728
H -6.951 -5.470 5.161
H -3.825 -7.849 -0.801
H 0.528 10.137 -9.029
H -0.416 2.473 1.203
H 4.687 3.639 -1.690
C 2.864 9.576 -6.020
H -0.714 -5.608 -0.972
H 5.811 12.262 -5.132
H 2.451 -0.181 0.030
H 7.375 9.944 -4.197
H -0.097 2.323 -0.522
H -2.249 -1.695 4.789
H -1.315 3.465 0.052
H 2.452 2.619 -1.227
H 4.891 9.864 -1.883
C 4.716 10.661 -2.605
C 0.730 4.119 0.385
H 3.444 -0.188 -2.207
H 4.078 12.177 -5.474
O 4.667 7.052 -5.816
C -1.235 -1.310 4.640
H -7.078 -7.056 7.018
H -8.655 -6.796 6.315
C -0.401 -3.528 3.692
C 6.621 9.253 -4.590
C -1.192 -0.593 3.289
H -4.073 -5.827 1.667
C 2.807 -1.129 -0.388
H -1.410 -3.950 3.698
H 0.304 -4.348 3.837
H 3.903 4.999 -2.498
C 4.675 -2.696 -2.330
C 1.355 10.046 -8.331
H -1.170 -7.202 -0.422
H -2.507 -6.122 2.381
H -6.873 -9.230 5.825
H -4.397 -9.243 0.107
H 6.727 8.311 -4.060
H -5.212 -7.688 0.278
H 0.110 0.349 1.878
C 0.762 0.975 3.822
H 4.968 -3.573 -2.908
C 0.185 -0.078 2.882
H -2.333 -4.540 0.534
H -0.341 -2.910 5.758
C -7.044 -6.535 4.924
H -0.218 -3.111 2.700
C 2.794 -1.019 -1.914
H 0.056 -5.024 1.346
H 3.151 -2.106 -3.724
H 3.836 -1.244 -0.036
H 5.388 11.494 -2.380
C -3.103 -6.300 1.480
H -1.060 -0.599 5.452
H 4.797 -2.945 -1.274
H -3.736 -8.194 2.246
C 5.008 11.608 -5.479
H 0.931 -6.410 0.694
C 3.778 4.243 -1.721
H 5.374 -1.891 -2.566
C -4.237 -8.165 0.159
H 0.915 0.579 4.828
H -0.107 -2.929 0.309
N 3.532 9.087 -4.803
C -0.336 3.034 0.270
H 0.448 3.510 -2.408
H 2.279 9.928 -8.902
H -7.719 -6.593 4.066
H -8.344 -8.805 3.831
H 0.491 4.772 1.229
Si 4.989 10.112 -4.359
H -5.755 -8.118 4.211
H 1.442 10.953 -7.734
C -0.236 -2.461 4.767
H 5.239 11.327 -6.509
H -1.903 0.239 3.305
H 2.606 10.618 -5.829
H -8.264 -9.162 6.877
H -5.340 -6.524 3.626
F 4.522 7.412 -3.435
H 0.785 -2.070 4.722
H 1.791 -0.747 -2.252
H 6.829 9.096 -5.649
H 1.361 4.891 -2.962
C -7.676 -7.246 6.123
S 3.741 7.454 -4.813
C -1.076 -6.161 -0.101
H -0.338 -6.655 1.889
C 0.478 -2.139 -0.167
H -3.642 -7.287 5.244
C 1.261 4.187 -2.131
H 3.695 4.758 -0.762
O 0.452 7.895 -7.813
H -9.744 -8.685 4.898
H 2.071 -2.265 1.270
C -2.444 -5.602 0.290

---

5.
136
Properties=species:S:1:pos:R:3 method="wB97M-V/def2-TZVPD" relative_energy_ev=0.000 homo_ev=-16.30 mol_weight_da=721.1 lumo_ev=-7.43 charge=+4
C -0.636 12.385 40.472
H 4.968 23.144 44.964
N 5.543 18.359 43.241
C 0.787 14.339 40.197
H -0.658 25.538 39.364
C 7.210 16.556 43.102
H 5.812 22.773 40.240
H -0.975 24.154 36.992
H 2.408 16.093 38.812
H 7.901 18.630 36.877
C 5.086 17.306 42.264
C 3.472 22.211 48.813
H 5.646 18.664 39.736
C 0.357 25.353 39.014
C 1.610 22.306 37.011
H 6.937 20.446 39.390
H 3.925 22.864 50.856
H -2.233 13.637 39.654
C 6.801 21.925 42.914
H 2.336 13.067 42.032
C 4.411 22.725 49.891
H 4.924 16.512 39.059
H 2.484 23.666 40.622
H 1.579 23.649 47.265
H 6.153 15.605 41.444
H 0.537 25.995 38.156
N 0.382 23.910 38.571
H 5.180 22.004 50.183
C -1.760 14.142 41.747
H 2.171 23.511 43.836
H 2.655 21.987 36.984
H 2.250 24.451 48.719
H -0.685 11.465 41.055
H 6.896 19.118 41.850
C -0.914 23.576 37.909
C 1.460 24.029 40.727
H 2.544 21.965 46.281
H 7.976 20.215 43.448
C 6.601 17.607 44.036
C 1.560 12.446 41.599
H 8.257 16.693 42.855
H 2.711 25.006 47.102
H 7.297 22.640 43.567
N 3.593 23.160 47.637
H 4.002 17.879 44.588
H 6.869 17.180 41.052
H 6.065 17.169 44.877
C 3.543 22.404 46.339
C 1.555 23.683 37.665
C 3.884 23.247 45.115
H 4.595 21.425 38.510
H 4.203 21.546 46.478
C 6.348 16.607 41.819
H 6.200 19.972 35.767
H 2.433 22.177 49.140
C 1.922 16.532 39.685
H 3.848 24.318 45.327
C 5.984 22.975 39.181
H 1.210 11.701 42.307
H 2.559 17.322 40.096
C 3.139 23.000 43.811
H 1.576 22.847 34.872
H 1.933 11.940 40.709
H 7.833 18.583 38.611
C -0.413 13.772 42.345
H 5.588 22.171 37.243
H 2.960 21.989 43.420
C 5.177 18.635 38.752
H 0.926 26.157 40.935
C 2.446 24.138 47.699
H -1.819 15.199 41.503
H 7.497 20.901 37.814
C 6.616 16.996 37.705
H -0.014 22.453 35.549
H 0.861 22.135 39.680
H -2.731 12.422 40.835
H -0.236 12.147 39.490
H 7.245 16.324 38.287
H 4.935 24.806 47.291
H 7.078 23.070 39.151
H 2.741 14.965 40.849
Br 2.593 20.204 40.965
C 6.924 20.499 43.466
H 1.470 24.429 36.872
H 5.568 23.926 38.869
H 4.448 16.624 42.824
C 5.058 24.016 49.339
H -0.972 22.500 37.778
H 1.114 21.540 37.614
H 5.128 18.581 36.135
C -1.961 13.146 40.584
H -0.136 14.817 39.875
H 4.477 24.846 49.744
H 3.653 21.186 48.492
H -2.506 13.952 42.518
H 6.569 20.482 44.497
C 6.587 20.679 38.382
C 4.907 23.872 47.842
H 5.760 22.194 42.734
H 0.969 16.977 39.405
H 1.204 23.925 41.778
N 0.399 13.262 41.174
H -1.728 23.852 38.575
H 6.086 24.110 49.669
C 5.593 21.816 38.274
H 0.153 14.578 42.807
C 5.485 19.551 36.465
H 7.319 18.296 44.470
H 7.334 21.985 41.960
H 2.463 23.863 38.235
C 1.049 22.223 35.596
H 2.283 25.841 39.863
C 6.167 19.523 42.555
H 3.672 19.283 43.462
H 5.436 20.081 41.958
C 0.556 23.160 39.877
H 4.723 19.466 44.855
H 7.075 15.615 43.631
C 7.247 18.379 37.711
H -0.465 23.120 40.264
H 1.228 13.793 39.362
C 5.184 17.193 38.254
N 6.110 19.370 37.815
H 4.609 20.180 36.594
C 1.316 25.464 40.195
H 4.513 17.808 41.481
H 4.236 19.180 38.810
H 1.476 15.756 41.712
C 1.743 15.405 40.714
H 6.578 16.546 36.715
H 3.649 23.530 43.001
H -0.445 12.969 43.079
H 4.450 17.137 37.453
C 4.393 18.762 44.093
H 1.153 21.208 35.206
H 5.664 23.182 47.465

---

6.
60
Properties=species:S:1:pos:R:3 method="wB97M-V/def2-TZVPD" relative_energy_ev=0.000 homo_ev="-7.67 / -7.61" mol_weight_da=668.9 multiplicity=2 lumo_ev="-0.17 / -0.23"
H 1.339 2.438 1.727
H -1.288 3.577 -1.789
H -1.066 -2.522 -1.479
H 3.564 0.306 -1.033
H -3.488 -2.142 -2.430
H -0.580 -2.400 3.954
N -1.560 -2.766 -2.335
C -1.119 5.715 2.527
H 2.906 -3.159 -3.478
H 4.439 -3.168 -0.755
C -2.223 5.672 1.681
N -1.217 -2.104 3.234
Te 0.749 2.084 -0.879
C 3.496 -2.893 -0.277
N -1.945 -0.663 1.040
H -1.704 -1.221 3.325
H 0.086 -4.128 2.611
N -3.413 0.246 -2.972
C -0.023 4.037 1.185
F 1.820 -1.697 2.638
O -2.609 -0.216 2.006
H -1.914 2.286 -0.742
C 1.173 3.153 0.924
F 2.049 0.363 3.648
H 1.408 -2.235 -3.635
B 1.934 -0.333 2.483
V -0.121 -0.344 0.121
C -1.150 3.055 -0.844
H 0.474 -3.422 0.092
Si 2.445 -1.866 -1.419
H 1.440 -3.748 -2.701
N -1.496 -1.985 0.878
H 2.985 -3.815 0.010
H -3.084 4.777 -0.063
H 2.785 0.281 -2.630
H -4.238 0.002 -2.453
N -0.415 -3.746 1.828
H -3.079 6.305 1.872
N -2.547 -1.808 -2.552
H -3.236 1.224 -3.101
C 2.003 -2.844 -2.950
N 0.023 -4.197 0.575
H -0.787 -4.483 0.034
H 0.832 4.930 2.935
H 4.307 -0.571 -2.371
S -0.779 0.081 -3.185
F 0.545 0.100 1.911
H -1.112 6.382 3.379
C -2.316 -0.526 -2.868
H 2.084 3.732 0.785
O -1.985 -0.067 -0.184
C -1.047 -2.566 1.992
C -0.028 4.902 2.277
C -1.130 3.993 0.338
C -2.224 4.816 0.595
H -0.888 -2.696 -3.093
O 1.031 -1.523 -0.618
C 3.351 -0.312 -1.908
F 2.825 0.046 1.503
H 3.720 -2.336 0.635

---

7.
17
Properties=species:S:1:pos:R:3 method="wB97M-V/def2-TZVPD" relative_energy_ev=3.236 homo_ev=-13.75 mol_weight_da=96.2 lumo_ev=-3.36 charge=+1
C 0.342 -0.923 0.943
N -1.795 -0.180 -0.613
H 2.776 0.899 0.085
H 1.999 -1.860 -0.094
H -2.009 1.885 0.286
C -1.913 0.730 0.472
C 1.758 1.173 -0.228
H -1.548 -0.006 -1.613
H -2.440 0.383 1.302
C 1.014 -1.415 -0.310
H 1.219 1.807 0.575
C 0.861 0.048 -0.157
H 0.385 -1.157 1.971
H -2.290 -1.057 -0.615
H 1.917 1.577 -1.194
H 0.404 -1.814 -1.104
C -0.679 -0.090 0.294

---

| no. | DFT total energy (eV) |
| --- | --- |
| 1 | -67099.795 |
| 2 | -68480.044 |
| 3 | -33180.093 |
| 4 | -69807.652 |
| 5 | -120400.971 |
| 6 | -95228.748 |
| 7 | -7863.112 |